(1)
ORCA calculation (ωB97M-V/def2-TZVPD) on a molecular structure, C30H24B3NO24.

CARTESIAN COORDINATES (ANGSTROEM)
N -2.700 2.682 2.330
B -1.895 1.663 1.730
O -2.344 0.825 0.690
B -2.234 -0.490 1.116
O -1.025 -0.866 1.670
B -0.643 0.069 2.635
O -0.384 -0.324 3.915
O -0.613 1.386 2.196
H -2.944 2.448 3.284
H -3.592 2.775 1.859
H -3.156 -1.229 1.129
H -1.065 -0.133 4.552
C 2.829 3.536 2.053
C 2.800 2.380 1.365
C 4.009 1.894 0.580
O 3.886 0.825 0.010
C 5.205 2.696 0.566
C 5.220 3.849 1.247
C 4.029 4.334 2.042
O 4.170 5.389 2.637
O 6.257 4.667 1.293
O 1.744 1.590 1.353
H 1.983 3.893 2.622
H 6.049 2.343 -0.001
H 5.980 5.413 1.861
H 1.955 0.816 0.788
C -7.189 -1.396 -0.327
C -8.448 -1.023 -0.049
C -8.786 0.345 0.517
O -9.964 0.572 0.711
C -7.712 1.274 0.789
C -6.456 0.897 0.512
C -6.126 -0.460 -0.073
O -4.940 -0.636 -0.272
O -5.378 1.638 0.704
O -9.502 -1.791 -0.236
H -6.939 -2.367 -0.730
H -7.961 2.240 1.205
H -4.618 1.091 0.389
H -10.277 -1.265 0.046
C 0.213 -2.557 -1.048
C 0.192 -3.815 -1.507
C 1.456 -4.575 -1.843
O 1.316 -5.718 -2.235
C 2.725 -3.900 -1.687
C 2.747 -2.637 -1.224
C 1.474 -1.900 -0.860
O 1.618 -0.778 -0.415
O 3.846 -1.937 -1.036
O -0.934 -4.476 -1.697
H -0.686 -2.020 -0.804
H 3.625 -4.441 -1.945
H 3.593 -1.055 -0.683
H -0.690 -5.363 -2.024
C -4.974 -4.122 2.352
C -5.005 -5.396 1.929
C -3.744 -6.180 1.622
O -3.896 -7.332 1.258
C -2.476 -5.516 1.773
C -2.441 -4.241 2.195
C -3.699 -3.464 2.523
O -3.555 -2.320 2.912
O -1.314 -3.578 2.354
O -6.114 -6.083 1.740
H -5.871 -3.560 2.573
H -1.576 -6.067 1.540
H -1.546 -2.679 2.661
H -5.834 -6.970 1.437
C 7.522 4.906 -2.838
C 8.145 5.467 -3.886
C 7.958 4.963 -5.303
O 8.561 5.562 -6.174
C 7.098 3.825 -5.528
C 6.478 3.263 -4.480
C 6.647 3.784 -3.069
O 6.021 3.207 -2.198
O 5.673 2.222 -4.571
O 8.966 6.494 -3.794
H 7.645 5.259 -1.824
H 6.983 3.463 -6.540
H 5.366 2.030 -3.663
H 9.263 6.687 -4.705

Summary:
Molecular weight = 814.9 g mol⁻¹
Gap between HOMO and LUMO = 7.85 eV
Total energy = -84164.8445 eV

Löwdin charges in e: atom 1 (N): 0.236, atom 2 (B): -0.662, atom 3 (O): 0.258, atom 4 (B): -0.363, atom 5 (O): 0.254, atom 6 (B): -0.733, atom 7 (O): 0.242, atom 8 (O): 0.297, atom 9 (H): 0.097, atom 10 (H): 0.067, atom 11 (H): 0.110, atom 12 (H): 0.119, atom 13 (C): 0.079, atom 14 (C): -0.204, atom 15 (C): -0.279, atom 16 (O): 0.093, atom 17 (C): 0.058, atom 18 (C): -0.231, atom 19 (C): -0.315, atom 20 (O): 0.099, atom 21 (O): 0.115, atom 22 (O): 0.124, atom 23 (H): 0.138, atom 24 (H): 0.119, atom 25 (H): 0.118, atom 26 (H): 0.097, atom 27 (C): 0.076, atom 28 (C): -0.233, atom 29 (C): -0.313, atom 30 (O): 0.105, atom 31 (C): 0.074, atom 32 (C): -0.221, atom 33 (C): -0.297, atom 34 (O): 0.094, atom 35 (O): 0.107, atom 36 (O): 0.124, atom 37 (H): 0.136, atom 38 (H): 0.135, atom 39 (H): 0.101, atom 40 (H): 0.121, atom 41 (C): 0.083, atom 42 (C): -0.227, atom 43 (C): -0.316, atom 44 (O): 0.104, atom 45 (C): 0.073, atom 46 (C): -0.224, atom 47 (C): -0.282, atom 48 (O): 0.100, atom 49 (O): 0.126, atom 50 (O): 0.122, atom 51 (H): 0.128, atom 52 (H): 0.134, atom 53 (H): 0.085, atom 54 (H): 0.123, atom 55 (C): 0.075, atom 56 (C): -0.234, atom 57 (C): -0.317, atom 58 (O): 0.103, atom 59 (C): 0.071, atom 60 (C): -0.220, atom 61 (C): -0.306, atom 62 (O): 0.078, atom 63 (O): 0.130, atom 64 (O): 0.121, atom 65 (H): 0.133, atom 66 (H): 0.137, atom 67 (H): 0.099, atom 68 (H): 0.121, atom 69 (C): 0.077, atom 70 (C): -0.234, atom 71 (C): -0.314, atom 72 (O): 0.106, atom 73 (C): 0.073, atom 74 (C): -0.233, atom 75 (C): -0.297, atom 76 (O): 0.094, atom 77 (O): 0.125, atom 78 (O): 0.124, atom 79 (H): 0.136, atom 80 (H): 0.136, atom 81 (H): 0.121, atom 82 (H): 0.121


(2)
ORCA calculation (ωB97M-V/def2-TZVPD) on a molecular structure, C30H24BBrCsN12OS.

CARTESIAN COORDINATES (ANGSTROEM)
Cs -0.201 0.132 -0.476
C -5.227 -0.505 -0.993
C -3.986 0.127 -1.163
N -2.988 -0.728 -1.009
N -3.542 -1.921 -0.745
C -4.893 -1.812 -0.726
B -2.753 -3.205 -0.338
N -1.470 -3.483 -1.192
C -1.045 -4.719 -1.553
C 0.183 -4.597 -2.161
C 0.442 -3.219 -2.124
N -0.552 -2.567 -1.541
N -2.357 -3.096 1.152
C -2.672 -3.798 2.263
C -2.019 -3.224 3.331
C -1.313 -2.152 2.764
N -1.518 -2.078 1.459
N -3.705 -4.377 -0.666
C -4.169 -4.631 -1.913
C -4.983 -5.735 -1.849
C -4.955 -6.098 -0.490
N -4.188 -5.279 0.212
H -6.214 -0.084 -1.061
H -3.771 1.159 -1.399
H -5.513 -2.668 -0.522
H -1.644 -5.590 -1.351
H 0.788 -5.388 -2.569
H 1.294 -2.669 -2.494
H -3.330 -4.644 2.199
H -2.057 -3.541 4.358
H -0.669 -1.430 3.246
H -3.885 -4.008 -2.745
H -5.513 -6.205 -2.658
H -5.458 -6.913 0.006
Br 7.061 9.292 -1.215
C 7.265 7.416 -1.324
C 6.700 6.611 -0.344
C 6.831 5.240 -0.422
C 7.538 4.657 -1.497
C 8.142 5.501 -2.453
C 7.989 6.866 -2.378
N 7.732 3.322 -1.650
N 6.977 2.487 -0.974
C 5.717 2.333 -1.120
C 4.954 2.947 -2.220
C 3.645 2.751 -2.362
C 2.877 1.920 -1.420
O 1.678 1.782 -1.531
C 3.635 1.219 -0.332
N 2.927 0.405 0.461
C 3.578 -0.249 1.408
C 4.950 -0.121 1.621
C 5.674 0.723 0.808
C 5.006 1.410 -0.204
H 6.166 7.063 0.480
H 6.403 4.617 0.351
H 8.712 5.044 -3.251
H 8.430 7.511 -3.125
H 5.505 3.552 -2.927
H 3.078 3.182 -3.177
H 2.985 -0.911 2.029
H 5.427 -0.683 2.411
H 6.741 0.850 0.931
S -2.070 3.795 3.470
C -0.483 4.305 3.080
C 0.081 3.415 2.223
N -0.706 2.350 1.875
C -1.862 2.427 2.461
H -0.051 5.205 3.481
H 1.077 3.495 1.814
H -2.641 1.688 2.334

Summary:
Molecular weight = 824.3 g mol⁻¹
2S+1 = 2
Gap between HOMO and LUMO (spin up / spin down) = 6.31 / 5.96 eV
Total energy = -133530.7926 eV
ΔE to the lowest compared entry with this formula, charge and spin = 11.6 kcal per mole

Löwdin charges in e: atom 1 (Cs): 1.099, atom 2 (C): -0.071, atom 3 (C): -0.189, atom 4 (N): -0.065, atom 5 (N): -0.007, atom 6 (C): -0.081, atom 7 (B): -0.635, atom 8 (N): -0.005, atom 9 (C): -0.081, atom 10 (C): -0.071, atom 11 (C): -0.187, atom 12 (N): -0.081, atom 13 (N): 0.004, atom 14 (C): -0.083, atom 15 (C): -0.080, atom 16 (C): -0.187, atom 17 (N): 0.003, atom 18 (N): -0.050, atom 19 (C): -0.113, atom 20 (C): -0.072, atom 21 (C): -0.166, atom 22 (N): 0.067, atom 23 (H): 0.086, atom 24 (H): 0.093, atom 25 (H): 0.121, atom 26 (H): 0.121, atom 27 (H): 0.085, atom 28 (H): 0.092, atom 29 (H): 0.089, atom 30 (H): 0.082, atom 31 (H): 0.091, atom 32 (H): 0.132, atom 33 (H): 0.085, atom 34 (H): 0.094, atom 35 (Br): 0.757, atom 36 (C): -0.688, atom 37 (C): -0.121, atom 38 (C): -0.009, atom 39 (C): -0.302, atom 40 (C): -0.010, atom 41 (C): -0.120, atom 42 (N): 0.097, atom 43 (N): 0.087, atom 44 (C): -0.214, atom 45 (C): 0.029, atom 46 (C): 0.032, atom 47 (C): -0.333, atom 48 (O): -0.143, atom 49 (C): -0.153, atom 50 (N): 0.099, atom 51 (C): -0.103, atom 52 (C): -0.025, atom 53 (C): 0.009, atom 54 (C): -0.081, atom 55 (H): 0.104, atom 56 (H): 0.114, atom 57 (H): 0.117, atom 58 (H): 0.105, atom 59 (H): 0.119, atom 60 (H): 0.127, atom 61 (H): 0.120, atom 62 (H): 0.112, atom 63 (H): 0.118, atom 64 (S): 1.013, atom 65 (C): -0.407, atom 66 (C): -0.258, atom 67 (N): -0.077, atom 68 (C): -0.482, atom 69 (H): 0.064, atom 70 (H): 0.102, atom 71 (H): 0.082


(3)
ORCA calculation (ωB97M-V/def2-TZVPD) on a molecular structure, C30H24BCl5F4NOPPt.

CARTESIAN COORDINATES (ANGSTROEM)
Pt 0.103 0.044 -0.226
C -0.658 2.943 2.250
C 0.810 2.527 2.191
C 1.391 2.821 0.814
C 0.985 1.034 2.532
C 0.842 0.702 4.034
O -0.135 -0.332 4.081
C -0.570 -0.552 2.830
N -0.043 0.196 1.929
C -1.543 -1.634 2.723
C -2.139 -2.042 3.924
C -2.989 -3.125 3.973
C -3.261 -3.844 2.818
C -2.685 -3.455 1.626
C -1.832 -2.354 1.555
P -1.180 -1.980 -0.104
C -0.444 -3.529 -0.654
C 0.236 -4.345 0.249
C 0.975 -5.415 -0.216
C 1.051 -5.673 -1.576
C 0.382 -4.860 -2.477
C -0.355 -3.784 -2.023
C -2.745 -1.760 -0.997
C -3.324 -0.496 -0.924
C -4.532 -0.248 -1.546
C -5.171 -1.263 -2.242
C -4.599 -2.523 -2.310
C -3.392 -2.778 -1.687
H -0.748 4.017 2.117
H -1.117 2.684 3.203
H -1.214 2.453 1.453
H 1.375 3.086 2.944
H 0.920 2.159 0.064
H 2.464 2.644 0.794
H 1.196 3.847 0.522
H 1.959 0.702 2.157
H 0.472 1.550 4.622
H 1.761 0.322 4.486
H -1.918 -1.491 4.824
H -3.436 -3.417 4.910
H -3.907 -4.708 2.849
H -2.892 -4.012 0.725
H 0.200 -4.122 1.306
H 1.518 -6.032 0.484
H 1.643 -6.502 -1.934
H 0.458 -5.047 -3.539
H -0.852 -3.129 -2.726
H -2.804 0.285 -0.382
H -4.966 0.738 -1.499
H -6.110 -1.073 -2.734
H -5.088 -3.312 -2.860
H -2.951 -3.764 -1.748
Cl 1.179 -1.021 -2.620
C 0.083 0.241 -3.070
C -0.517 0.943 -2.026
C -1.381 1.971 -2.381
Cl -2.137 2.902 -1.149
C -1.657 2.272 -3.714
Cl -2.734 3.547 -4.118
C -1.049 1.539 -4.731
Cl -1.388 1.884 -6.376
C -0.152 0.522 -4.408
Cl 0.660 -0.362 -5.629
F 1.813 -1.654 0.774
B 3.037 -1.026 0.397
F 3.727 -0.685 1.529
F 2.625 0.163 -0.258
F 3.738 -1.824 -0.445

Summary:
Molecular weight = 904.6 g mol⁻¹
Gap between HOMO and LUMO (spin up / spin down) = 6.48 / 6.46 eV
Total energy = -121737.3763 eV
ΔE to the lowest compared entry with this formula, charge and spin = 52.2 kcal per mole

Löwdin charges in e: atom 1 (Pt): 0.885, atom 2 (C): -0.069, atom 3 (C): -0.363, atom 4 (C): -0.045, atom 5 (C): -0.259, atom 6 (C): -0.054, atom 7 (O): 0.017, atom 8 (C): -0.286, atom 9 (N): 0.012, atom 10 (C): -0.103, atom 11 (C): 0.003, atom 12 (C): -0.049, atom 13 (C): -0.046, atom 14 (C): -0.070, atom 15 (C): -0.252, atom 16 (P): 1.051, atom 17 (C): -0.354, atom 18 (C): -0.071, atom 19 (C): -0.058, atom 20 (C): -0.059, atom 21 (C): -0.063, atom 22 (C): -0.136, atom 23 (C): -0.341, atom 24 (C): -0.108, atom 25 (C): -0.060, atom 26 (C): -0.068, atom 27 (C): -0.070, atom 28 (C): -0.093, atom 29 (H): 0.084, atom 30 (H): 0.079, atom 31 (H): 0.028, atom 32 (H): 0.144, atom 33 (H): 0.036, atom 34 (H): 0.093, atom 35 (H): 0.089, atom 36 (H): 0.130, atom 37 (H): 0.129, atom 38 (H): 0.139, atom 39 (H): 0.122, atom 40 (H): 0.111, atom 41 (H): 0.112, atom 42 (H): 0.108, atom 43 (H): 0.114, atom 44 (H): 0.110, atom 45 (H): 0.108, atom 46 (H): 0.111, atom 47 (H): 0.096, atom 48 (H): 0.058, atom 49 (H): 0.108, atom 50 (H): 0.105, atom 51 (H): 0.106, atom 52 (H): 0.101, atom 53 (Cl): 0.770, atom 54 (C): -0.686, atom 55 (C): -0.334, atom 56 (C): -0.711, atom 57 (Cl): 0.707, atom 58 (C): -0.711, atom 59 (Cl): 0.682, atom 60 (C): -0.708, atom 61 (Cl): 0.688, atom 62 (C): -0.714, atom 63 (Cl): 0.694, atom 64 (F): 0.029, atom 65 (B): -1.360, atom 66 (F): 0.152, atom 67 (F): 0.022, atom 68 (F): 0.170